112
Properties=species:S:1:pos:R:3:forces:R:3 method="wB97M-V/def2-TZVPD" spin_multiplicity=1 lumo_energy_ev=-6.176 charge=0
C 0.1823 -4.7950 1.2501 0.79 0.32 -0.29
C 0.8605 -3.9645 1.7937 0.26 -0.52 0.43
C 1.4681 -3.0409 2.7521 -0.40 0.62 -0.24
C 0.9690 -1.5635 2.4801 1.73 -0.88 0.85
C 1.7392 -1.0544 1.2610 -0.23 0.77 -0.21
N 1.8402 0.3974 1.1362 -0.40 -0.56 -0.30
C 0.8698 0.9835 0.2355 0.36 1.07 0.02
C -0.5331 -1.5144 2.3734 0.74 0.05 -1.18
C -1.0670 -1.3477 3.7832 0.67 -0.06 0.97
N -1.3678 -2.6150 4.5235 -1.00 -0.41 -1.00
C -1.6330 -3.7432 3.6581 -0.85 -1.16 0.80
C -3.0101 -3.7590 2.8804 0.44 0.41 -1.02
C -2.8504 -3.6253 1.2917 -0.47 -0.99 1.15
C -4.1433 -3.9576 0.5310 0.52 0.09 -0.04
C -2.2760 -0.3742 3.9636 0.17 0.45 -0.09
C -2.8825 0.1597 2.6557 0.44 -0.24 0.06
C -2.0033 0.8169 4.9193 -0.76 0.37 -0.33
C -1.5336 2.1115 4.2310 0.65 -0.37 0.82
C -0.2434 1.9634 3.4325 -0.11 0.84 -0.07
O 0.0882 -0.9125 4.5256 0.29 1.03 0.74
C 1.2682 -0.8776 3.8234 -1.02 -0.15 -1.45
O 2.2917 -0.4357 4.2157 0.04 -0.07 0.45
H -0.3799 -5.5356 0.7457 0.46 -0.13 -0.46
H 2.5539 -3.0949 2.7533 0.07 0.10 -0.19
H 1.1764 -3.2903 3.7756 -0.09 -0.49 -0.10
H 2.7437 -1.4752 1.1981 0.02 -0.18 0.30
H 1.1810 -1.4001 0.3837 0.20 -0.12 -0.03
H 1.8773 0.8732 2.0297 0.16 0.04 0.00
H 1.2365 1.9825 -0.0262 -0.19 0.10 -0.04
H -0.1259 1.1448 0.6670 -0.10 -0.24 -0.05
H 0.7839 0.4429 -0.7045 0.05 -0.32 0.11
H -0.7871 -2.3951 1.7989 -0.57 -0.03 0.18
H -0.7228 -0.7167 1.6617 -0.58 0.28 0.40
H -0.5851 -2.8939 5.0996 0.14 0.46 0.08
H -0.8228 -3.9399 2.9635 -0.30 -0.07 -0.11
H -1.6173 -4.6388 4.3460 -0.08 0.46 -0.21
H -3.4754 -4.7694 3.0464 -1.87 2.81 1.16
H -3.7597 -3.0624 3.2414 0.12 0.13 0.20
H -2.0002 -4.2808 0.9501 -0.54 0.94 -0.04
H -2.5463 -2.6195 1.0289 0.36 -0.04 0.10
H -4.1816 -5.0041 0.1993 -0.26 -0.07 0.16
H -5.0314 -3.6866 1.0983 -0.10 -0.12 0.01
H -4.1383 -3.3734 -0.3861 -0.10 -0.07 -0.12
H -3.0633 -0.9652 4.4319 0.13 -0.19 0.11
H -2.1631 0.6880 2.0361 0.06 0.09 0.03
H -3.6512 0.8860 2.9068 -0.33 -0.21 -0.12
H -3.2673 -0.6535 2.0357 -0.30 0.07 0.01
H -2.9735 1.0713 5.3595 -0.04 -0.14 0.08
H -1.3692 0.5547 5.7611 0.25 -0.13 -0.15
H -1.3134 2.8000 5.0498 -0.06 0.16 -0.05
H -2.3377 2.5880 3.6728 -0.05 -0.21 -0.24
H -0.1298 2.8469 2.7981 0.13 0.00 -0.04
H 0.6207 1.9596 4.0984 0.02 -0.27 -0.12
H -0.2393 1.1111 2.7594 -0.01 -0.17 0.11
Ca -2.4676 -6.0285 2.4470 4.94 -2.99 -1.06
C 5.4633 0.1432 -0.4379 -0.05 -0.05 0.00
C 5.1646 1.3276 -1.3378 -0.11 -0.04 0.36
O 3.7582 1.5452 -1.4472 0.03 0.08 -0.16
H 4.9865 -0.7587 -0.8268 0.04 0.00 -0.06
H 6.5375 -0.0310 -0.3625 0.00 0.01 0.02
H 5.0667 0.3136 0.5652 0.07 0.05 0.02
H 5.5417 1.1497 -2.3450 -0.09 0.06 -0.05
H 5.6372 2.2332 -0.9465 0.12 -0.03 -0.06
H 3.4215 1.7135 -0.5586 -0.02 -0.17 0.03
N 0.5233 0.5368 -5.6558 0.05 -0.07 -0.04
C 1.0652 1.5359 -4.9056 -0.05 -0.01 0.04
C 2.0626 0.9813 -4.1017 0.01 0.18 -0.01
C 2.1141 -0.3824 -4.3917 -0.01 0.05 0.00
C 1.1497 -0.6370 -5.3628 -0.11 -0.05 0.00
H -0.2230 0.6490 -6.3221 0.02 -0.04 0.01
H 0.7092 2.5488 -4.9924 0.04 0.02 0.04
H 2.6767 1.5131 -3.3922 -0.05 -0.02 0.05
H 2.7726 -1.1124 -3.9535 -0.02 -0.02 0.01
H 0.8680 -1.5492 -5.8569 0.04 -0.01 0.08
F 0.1097 -6.7569 2.6003 -2.94 -0.06 0.23
B -3.5083 2.0982 -6.4305 0.07 0.08 2.07
O -3.3612 3.4291 -5.8291 0.43 -0.44 -0.92
C -2.2139 3.9618 -6.2445 -0.64 0.62 0.80
O -1.7956 5.0330 -5.9338 0.28 -0.17 -0.20
C -1.5198 2.9791 -7.1963 0.63 0.27 -0.42
O -0.4802 3.1283 -7.7531 -0.15 -0.17 0.10
O -2.3054 1.8798 -7.3030 -0.71 -0.30 -0.79
F -4.6528 2.0492 -7.2746 0.14 -0.65 -1.65
F -3.5865 1.1196 -5.4837 -0.11 -0.13 -0.34
Be -3.7389 1.1306 -8.9232 0.13 0.80 1.54
C 4.3507 1.8487 6.6704 0.07 -0.21 0.17
F 5.5973 2.0809 7.1064 0.00 0.10 -0.05
F 4.3276 0.6012 6.1823 -0.02 0.05 -0.08
F 3.5436 1.8691 7.7441 -0.05 0.08 -0.05
S 3.8330 3.0860 5.4102 -0.09 0.57 -0.60
O 4.7944 2.9293 4.3405 0.14 -0.29 0.06
O 3.9120 4.3522 6.0983 0.02 -0.08 0.32
O 2.4882 2.6773 5.0554 -0.14 -0.22 0.15
C -0.2407 4.2464 -2.4019 0.03 0.04 -0.17
C -1.6357 3.7005 -2.1415 0.46 -0.21 0.32
C -1.8732 3.4804 -0.6561 -0.25 0.01 0.03
O -1.8139 2.4711 -2.8471 -0.18 0.07 -0.30
H 0.5199 3.5387 -2.0564 -0.04 0.01 0.11
H -0.0845 4.3940 -3.4718 -0.06 0.10 0.00
H -0.0837 5.1985 -1.8939 0.03 -0.01 0.00
H -2.3798 4.3948 -2.5332 -0.06 -0.12 -0.14
H -1.1636 2.7514 -0.2600 0.09 0.08 -0.01
H -2.8749 3.0825 -0.4848 -0.02 0.05 -0.03
H -1.7663 4.4093 -0.0938 0.03 -0.02 0.01
H -1.1642 1.8395 -2.5168 0.00 0.01 0.05
C 0.6055 -2.5557 -9.1600 0.11 0.02 -0.11
Cl 1.7493 -3.8269 -8.7290 -0.01 0.03 -0.03
Cl -0.5876 -2.2871 -7.8769 -0.19 0.02 -0.13
H 1.1514 -1.6338 -9.3225 0.02 0.01 0.10
H 0.0814 -2.8462 -10.0623 -0.05 -0.07 0.05
O -0.6145 -2.5116 -0.5680 -0.23 0.10 0.01
H 0.0277 -3.0393 -0.0722 -0.05 0.00 -0.39

14
Properties=species:S:1:pos:R:3:forces:R:3 method="wB97M-V/def2-TZVPD" spin_multiplicity=1 lumo_energy_ev=0.870 smiles="CO/C(C)=C/O" charge=0
C -1.4187 1.4065 -0.7705 -0.12 0.11 -0.19
C 0.1351 -0.9878 -0.7020 -0.31 0.34 0.04
O 0.9674 -2.0981 -0.6766 0.15 -0.06 0.01
C 0.1101 -0.1026 0.3017 0.17 -0.23 -0.06
O -0.6349 1.0370 0.3476 0.06 -0.04 0.02
C 0.9407 -0.2454 1.5399 0.02 -0.03 0.03
H -2.4705 1.1515 -0.6037 0.14 -0.05 -0.01
H -1.0800 0.9372 -1.6956 0.03 0.09 0.09
H -1.3238 2.4884 -0.8822 -0.09 -0.09 0.06
H -0.5218 -0.9442 -1.5658 0.12 0.00 0.14
H 1.8651 -1.8095 -0.8736 -0.07 -0.10 0.01
H 0.3098 -0.1041 2.4227 0.05 0.00 -0.12
H 1.7333 0.5104 1.5794 -0.12 -0.08 -0.05
H 1.3882 -1.2393 1.5786 -0.04 0.14 0.02